No. 1
Here is an isolated molecule of C27H38N2O7 from the Open Molecules 2025 dataset. Energies are from ωB97M-V/def2-TZVPD.

Summary:
- HOMO: -7.9 eV
- ΔE to the lowest compared entry with this formula, charge and spin: 0.000 eV
- SMILES: CC(C)CC(=O)O[C@@H]1[C@@H](N2CCOCC2)c2c(ccc(/C=C/C(=O)N3CCOCC3)c2O)OC1(C)C

ORCA input file:
```
! RIJCOSX wB97M-V def2-TZVPD def2/J DEFGRID3
* xyz 0 1
C -2.712 -6.570 -3.521
C -2.688 -5.048 -3.629
C -4.102 -4.497 -3.791
C -2.018 -4.441 -2.390
C -1.790 -2.960 -2.555
O -1.384 -2.425 -3.553
O -2.074 -2.306 -1.419
C -1.927 -0.886 -1.406
C -0.858 -0.473 -0.379
N 0.511 -0.816 -0.756
C 0.913 -2.206 -0.623
C 2.445 -2.245 -0.642
O 2.952 -1.709 -1.840
C 2.515 -0.382 -2.028
C 0.986 -0.293 -2.031
C -0.966 1.021 -0.107
C -2.090 1.731 -0.525
C -2.179 3.104 -0.295
C -1.170 3.752 0.372
C -0.040 3.076 0.841
C 0.963 3.849 1.541
C 2.124 3.443 2.069
C 3.008 4.435 2.707
O 2.883 5.637 2.516
N 4.028 3.956 3.481
C 4.123 2.646 4.082
C 3.879 2.765 5.594
O 4.779 3.666 6.192
C 4.670 4.950 5.613
C 4.935 4.899 4.107
C 0.053 1.693 0.588
O 1.135 1.016 1.028
O -3.146 1.170 -1.170
C -3.290 -0.241 -1.088
C -4.317 -0.623 -2.154
C -3.793 -0.643 0.303
H -3.179 -7.003 -4.402
H -3.279 -6.880 -2.646
H -1.704 -6.969 -3.439
H -2.098 -4.759 -4.504
H -4.581 -4.934 -4.664
H -4.079 -3.418 -3.921
H -4.707 -4.730 -2.916
H -2.616 -4.612 -1.494
H -1.039 -4.907 -2.245
H -1.622 -0.554 -2.407
H -1.060 -1.029 0.549
H 0.541 -2.826 -1.451
H 0.539 -2.609 0.321
H 2.835 -1.679 0.218
H 2.805 -3.274 -0.591
H 2.920 -0.062 -2.988
H 2.916 0.261 -1.229
H 0.675 0.748 -2.133
H 0.600 -0.877 -2.880
H -3.055 3.624 -0.646
H -1.247 4.813 0.550
H 0.730 4.903 1.644
H 2.449 2.422 1.996
H 5.134 2.257 3.912
H 3.396 1.959 3.655
H 2.843 3.099 5.765
H 4.036 1.804 6.087
H 3.663 5.356 5.791
H 5.408 5.575 6.118
H 5.963 4.568 3.924
H 4.770 5.877 3.655
H 1.149 0.150 0.556
H -3.923 -0.424 -3.148
H -4.568 -1.676 -2.070
H -5.214 -0.027 -2.012
H -3.197 -0.166 1.078
H -3.736 -1.722 0.416
H -4.824 -0.323 0.422
*
```

Taken from the Löwdin analysis, the atomic charges in e are:
1 C -0.077
2 C -0.423
3 C -0.063
4 C -0.071
5 C -0.499
6 O 0.122
7 O 0.039
8 C -0.176
9 C -0.162
10 N -0.150
11 C -0.130
12 C -0.183
13 O -0.119
14 C -0.173
15 C -0.118
16 C -0.027
17 C -0.205
18 C 0.004
19 C -0.020
20 C -0.144
21 C -0.005
22 C 0.010
23 C -0.451
24 O 0.041
25 N -0.060
26 C -0.124
27 C -0.189
28 O -0.133
29 C -0.181
30 C -0.117
31 C -0.186
32 O 0.056
33 O 0.030
34 C -0.476
35 C 0.015
36 C 0.021
37 H 0.077
38 H 0.081
39 H 0.077
40 H 0.139
41 H 0.081
42 H 0.069
43 H 0.086
44 H 0.132
45 H 0.133
46 H 0.159
47 H 0.168
48 H 0.120
49 H 0.137
50 H 0.128
51 H 0.128
52 H 0.130
53 H 0.128
54 H 0.142
55 H 0.127
56 H 0.118
57 H 0.118
58 H 0.118
59 H 0.082
60 H 0.132
61 H 0.113
62 H 0.131
63 H 0.125
64 H 0.132
65 H 0.126
66 H 0.131
67 H 0.122
68 H 0.074
69 H 0.099
70 H 0.085
71 H 0.095
72 H 0.092
73 H 0.094
74 H 0.095

No. 2
Here is an isolated molecule of C27H38N4O2S from the Open Molecules 2025 dataset. Energies are from ωB97M-V/def2-TZVPD.

Summary:
- HOMO: -7.4 eV
- ΔE to the lowest compared entry with this formula, charge and spin: 0.033 eV
- SMILES: CCOc1ccc(NC(=S)N(CCN2CCOCC2)Cc2ccc3c(c2)CCCN3CC)cc1

ORCA input file:
```
! RIJCOSX wB97M-V def2-TZVPD def2/J DEFGRID3
* xyz 0 1
C -8.666 -1.305 -0.155
C -8.151 -0.735 -1.474
O -7.496 0.504 -1.315
C -6.229 0.541 -0.807
C -5.434 -0.562 -0.517
C -4.154 -0.381 -0.026
C -3.632 0.890 0.187
N -2.355 0.981 0.741
C -1.438 1.978 0.617
S -1.575 3.206 -0.490
N -0.367 1.884 1.450
C -0.315 0.929 2.534
C 0.296 -0.439 2.172
N -0.540 -1.159 1.214
C -0.054 -1.093 -0.163
C 1.130 -2.032 -0.412
O 0.822 -3.363 -0.053
C 0.418 -3.446 1.296
C -0.800 -2.552 1.556
C 0.775 2.774 1.313
C 1.970 2.051 0.755
C 3.026 1.646 1.557
C 4.089 0.941 1.030
C 4.141 0.598 -0.328
C 3.066 1.007 -1.142
C 2.017 1.720 -0.594
C 3.039 0.691 -2.613
C 3.954 -0.483 -2.926
C 5.311 -0.217 -2.290
N 5.173 -0.152 -0.851
C 6.369 -0.425 -0.089
C 7.314 0.774 0.020
C -4.437 1.994 -0.087
C -5.709 1.817 -0.581
H -9.337 -0.590 0.316
H -9.207 -2.229 -0.339
H -7.844 -1.504 0.529
H -7.501 -1.458 -1.983
H -8.995 -0.512 -2.134
H -5.790 -1.569 -0.669
H -3.548 -1.248 0.202
H -1.976 0.089 1.064
H 0.303 1.367 3.324
H -1.322 0.783 2.936
H 0.370 -1.014 3.098
H 1.309 -0.281 1.789
H 0.235 -0.069 -0.397
H -0.883 -1.385 -0.817
H 1.377 -2.055 -1.474
H 2.013 -1.686 0.150
H 0.176 -4.494 1.477
H 1.249 -3.148 1.955
H -1.109 -2.619 2.600
H -1.624 -2.895 0.923
H 0.473 3.580 0.640
H 1.008 3.198 2.295
H 3.028 1.891 2.610
H 4.888 0.661 1.696
H 1.211 2.041 -1.240
H 2.014 0.477 -2.924
H 3.369 1.572 -3.174
H 4.064 -0.614 -4.003
H 3.540 -1.402 -2.506
H 6.005 -1.028 -2.527
H 5.727 0.718 -2.695
H 6.889 -1.252 -0.582
H 6.086 -0.772 0.908
H 7.668 1.069 -0.965
H 8.174 0.518 0.634
H 6.801 1.621 0.469
H -4.065 2.990 0.084
H -6.334 2.668 -0.801
*
```

Taken from the Löwdin analysis, the atomic charges in e are:
1 C -0.066
2 C -0.255
3 O -0.057
4 C -0.273
5 C -0.027
6 C -0.016
7 C -0.257
8 N 0.061
9 C -0.774
10 S 0.693
11 N -0.109
12 C -0.121
13 C -0.145
14 N -0.189
15 C -0.138
16 C -0.178
17 O -0.125
18 C -0.190
19 C -0.156
20 C -0.154
21 C -0.223
22 C -0.057
23 C -0.020
24 C -0.176
25 C -0.151
26 C -0.007
27 C -0.143
28 C -0.167
29 C -0.169
30 N -0.107
31 C -0.229
32 C -0.069
33 C -0.052
34 C 0.006
35 H 0.078
36 H 0.075
37 H 0.065
38 H 0.114
39 H 0.122
40 H 0.103
41 H 0.103
42 H 0.093
43 H 0.123
44 H 0.131
45 H 0.125
46 H 0.105
47 H 0.104
48 H 0.132
49 H 0.122
50 H 0.123
51 H 0.126
52 H 0.125
53 H 0.124
54 H 0.120
55 H 0.053
56 H 0.127
57 H 0.114
58 H 0.097
59 H 0.112
60 H 0.117
61 H 0.125
62 H 0.114
63 H 0.108
64 H 0.122
65 H 0.130
66 H 0.115
67 H 0.107
68 H 0.069
69 H 0.072
70 H 0.068
71 H 0.058
72 H 0.119

No. 3
Here is a structure of composition C27H38N7ORuS3Sb from the Open Molecules 2025 dataset. Energies are from ωB97M-V/def2-TZVPD.

Summary:
- HOMO (alpha / beta): -10.1 / -9.8 eV
- ΔE to the lowest compared entry with this formula, charge and spin: 1.509 eV

ORCA input file:
```
! RIJCOSX wB97M-V def2-TZVPD def2/J DEFGRID3
* xyz 1 2
Ru -0.290 0.451 -0.249
C 2.667 -0.146 -1.628
C 1.792 1.062 -1.494
N 1.660 1.568 -0.292
N 1.420 2.923 -0.192
C 0.474 3.275 0.583
S -0.676 2.119 1.228
S 0.243 4.924 1.091
C 1.945 5.555 0.950
C 2.913 4.861 1.869
C 3.959 4.106 1.353
C 4.853 3.469 2.202
C 4.705 3.577 3.576
C 3.661 4.328 4.100
C 2.772 4.966 3.250
C 1.270 1.750 -2.683
C 2.074 2.114 -3.758
C 1.536 2.798 -4.834
C 0.177 3.099 -4.838
C -0.641 2.717 -3.790
C -0.108 2.030 -2.699
O -0.925 1.615 -1.726
H 2.750 -0.655 -0.668
H 2.308 -0.819 -2.404
H 3.665 0.197 -1.917
H 2.256 5.489 -0.090
H 1.840 6.609 1.211
H 4.067 4.017 0.279
H 5.670 2.892 1.788
H 5.407 3.087 4.240
H 3.546 4.426 5.172
H 1.956 5.550 3.661
H 3.133 1.884 -3.737
H 2.164 3.098 -5.660
H -0.250 3.632 -5.677
H -1.702 2.932 -3.797
C 2.067 -5.723 -2.021
C 1.267 -4.587 -2.534
N 0.784 -4.473 -3.723
N 0.136 -3.271 -3.714
C 0.196 -2.626 -2.543
S -0.528 -1.130 -2.273
N 0.931 -3.475 -1.771
N 1.244 -3.240 -0.441
H 2.170 -6.459 -2.813
H 1.580 -6.194 -1.165
H 3.062 -5.397 -1.713
H -0.318 -2.930 -4.545
H 2.251 -3.204 -0.327
H 0.859 -3.981 0.133
C 0.679 -2.356 4.288
C 1.680 -1.729 3.309
C 2.367 -0.506 3.938
C 2.720 -2.760 2.856
C 0.947 -1.236 2.133
N 0.378 -0.768 1.259
H 1.218 -2.692 5.174
H 0.175 -3.216 3.845
H -0.071 -1.630 4.598
H 2.917 -0.831 4.822
H 1.635 0.243 4.239
H 3.065 -0.042 3.241
H 3.282 -3.099 3.726
H 3.425 -2.324 2.147
H 2.243 -3.633 2.407
C -3.422 -2.095 -0.150
Sb -2.771 -0.106 0.194
C -3.477 0.190 2.170
C -4.036 1.072 -1.013
H -4.496 -2.168 0.013
H -2.907 -2.760 0.542
H -3.182 -2.381 -1.172
H -4.566 0.161 2.178
H -3.136 1.151 2.548
H -3.093 -0.607 2.805
H -5.060 1.017 -0.649
H -3.982 0.708 -2.037
H -3.672 2.096 -0.983
*
```

Taken from the Löwdin analysis, the atomic charges in e are:
1 Ru 0.628
2 C -0.045
3 C -0.363
4 N -0.047
5 N -0.023
6 C -1.049
7 S 0.587
8 S 0.921
9 C -0.408
10 C -0.304
11 C -0.057
12 C -0.085
13 C -0.097
14 C -0.082
15 C -0.054
16 C -0.163
17 C -0.024
18 C -0.083
19 C -0.070
20 C -0.001
21 C -0.372
22 O -0.377
23 H 0.062
24 H 0.057
25 H 0.095
26 H 0.079
27 H 0.084
28 H 0.109
29 H 0.101
30 H 0.100
31 H 0.103
32 H 0.113
33 H 0.116
34 H 0.103
35 H 0.108
36 H 0.119
37 C 0.004
38 C -0.323
39 N 0.142
40 N 0.033
41 C -0.693
42 S 0.743
43 N -0.086
44 N 0.128
45 H 0.094
46 H 0.088
47 H 0.089
48 H 0.161
49 H 0.099
50 H 0.106
51 C -0.029
52 C -0.578
53 C -0.021
54 C -0.038
55 C -0.101
56 N 0.050
57 H 0.098
58 H 0.090
59 H 0.094
60 H 0.098
61 H 0.097
62 H 0.094
63 H 0.098
64 H 0.090
65 H 0.078
66 C -0.299
67 Sb 1.295
68 C -0.294
69 C -0.270
70 H 0.017
71 H 0.007
72 H -0.012
73 H 0.018
74 H -0.012
75 H 0.009
76 H 0.018
77 H 0.019
78 H 0.015